1.
19
Properties=species:S:1:pos:R:3:lowdin_spin:R:1 method="wB97M-V/def2-TZVPD" relative_energy_kcal_mol=45.0 spin_multiplicity=2 energy_ev=-10474.309 gap_ev="11.126 / 4.810" charge=+1
O -0.7153 -2.9364 1.4754 0.00
O 2.3400 1.2337 -0.7351 0.26
O -0.4625 -1.3097 -0.9953 0.21
C 0.3905 0.2334 0.5606 0.19
C -1.8334 0.6272 -0.7142 0.03
C -0.3876 0.0518 -0.7416 0.04
C 1.6472 1.2318 0.4045 0.18
H 2.2679 1.1709 1.3026 0.01
H 0.1447 0.6082 -1.4952 0.00
H 0.1391 -1.5891 -1.7020 0.00
H -1.7699 1.7105 -0.8508 0.00
H 3.2631 1.0163 -0.5175 0.00
H 1.1155 2.2063 0.5038 0.06
H -0.2165 0.7273 1.3267 0.00
H -2.3561 0.2216 -1.5750 0.00
H -2.2989 0.3729 0.2215 0.00
H -0.8837 -2.7200 0.5423 0.00
H -1.2016 -2.2244 1.9088 0.00
H 0.8174 -0.6322 1.0802 0.02

2.
20
Properties=species:S:1:pos:R:3:mulliken_charge:R:1 method="wB97M-V/def2-TZVPD" relative_energy_kcal_mol=70.7 spin_multiplicity=1 energy_ev=-12530.024 smiles="O=CCCCO.O.O" gap_ev=10.413
O 1.6426 -0.3493 -0.6267 -0.56
O -3.4948 0.2794 -3.7619 -0.48
O 1.3362 2.3899 5.5114 -0.63
O 1.8159 -3.0893 2.9101 -0.65
C -1.7855 0.5058 -2.0344 -0.28
C 0.3051 0.1777 -0.6353 -0.44
C -0.4412 -0.2048 -1.8865 -0.66
C -2.3386 0.2031 -3.3962 -0.03
H 1.6964 -2.2500 3.3174 0.32
H 0.4128 1.2807 -0.2456 0.27
H -1.6289 -0.1703 -4.1471 0.34
H 1.5086 2.8602 6.2958 0.32
H 0.1112 -0.0212 -2.7685 0.38
H 2.4740 -3.0313 2.1182 0.33
H -0.5260 -1.3591 -1.7972 0.31
H -2.6516 0.0282 -1.3686 0.23
H 1.7370 -1.2718 -0.6092 0.29
H 1.1258 2.8795 4.7436 0.32
H -1.3487 1.4651 -1.9190 0.33
H 0.0495 -0.3225 0.2998 0.30

3.
18
Properties=species:S:1:pos:R:3:mulliken_charge:R:1 method="wB97M-V/def2-TZVPD" relative_energy_kcal_mol=13.4 spin_multiplicity=1 energy_ev=-17224.963 smiles=CCO.CCS gap_ev=9.857
S 2.2022 1.0638 -0.0455 -0.21
O -2.3645 -0.6383 -0.1045 -0.52
C -2.2633 0.7576 -0.4141 -0.24
C 2.4482 -1.7000 -0.3536 -1.19
C -1.6534 1.4974 0.7499 -0.78
C 1.4354 -0.5949 -0.0986 -0.32
H -2.1810 1.2668 1.6693 0.29
H -3.2536 1.1532 -0.6340 0.39
H -0.6162 1.2071 0.8847 0.07
H 2.9428 -1.5448 -1.3039 0.32
H 0.6984 -0.5348 -0.8976 0.24
H 1.9450 -2.6666 -0.4113 0.35
H -1.6364 0.8500 -1.3142 0.20
H -3.2034 -0.9596 -0.4448 0.29
H 3.1861 -1.7322 0.4473 0.34
H 3.1124 0.7595 0.8851 0.10
H -1.7077 2.5671 0.5492 0.31
H 0.9090 -0.7512 0.8367 0.36

4.
18
Properties=species:S:1:pos:R:3:mulliken_charge:R:1 method="wB97M-V/def2-TZVPD" relative_energy_kcal_mol=18.5 spin_multiplicity=1 energy_ev=-17224.741 smiles=CCCCS.O gap_ev=9.563
S -0.9392 -0.5523 3.6843 -0.26
O 0.1436 -1.4061 -3.8855 -0.62
C -1.0972 0.4134 2.1756 -0.61
C 0.1975 0.1680 1.2682 -0.73
C 0.0173 0.2206 -0.2395 -0.23
C 1.2878 0.6128 -0.9528 -1.24
H -0.0141 -1.7883 -4.7597 0.30
H -1.0901 1.4533 2.4862 0.29
H 0.8275 0.9610 1.6833 0.31
H 2.1540 0.0380 -0.6021 0.33
H -0.7788 0.9415 -0.4223 0.30
H 1.6580 1.6288 -0.7816 0.36
H 0.7371 -0.6703 1.7073 0.42
H 1.2720 0.4680 -2.0307 0.26
H -1.8928 -1.4742 3.6698 0.11
H -0.1506 -0.4909 -3.9868 0.32
H -0.3242 -0.7382 -0.6321 0.29
H -2.0079 0.2148 1.6183 0.38

5.
19
Properties=species:S:1:pos:R:3:mulliken_charge:R:1 method="wB97M-V/def2-TZVPD" relative_energy_kcal_mol=34.9 spin_multiplicity=1 energy_ev=-28059.354 smiles=CCCSSC.O gap_ev=9.006
S 0.8408 1.0182 0.1370 -0.14
S 1.7022 0.2910 1.8397 -0.07
O -3.1899 -0.3875 3.1860 -0.63
C -1.2815 -0.0207 -1.3786 -0.32
C -0.6488 0.8464 -2.5707 -0.94
C -0.2634 -0.5496 -0.4116 -0.74
C 3.4632 -0.0667 1.4186 -0.77
H -2.1378 0.3848 -0.7266 0.23
H -3.9872 -0.8415 2.9916 0.31
H -1.3993 1.7019 -2.7745 0.26
H 3.6474 -0.0250 0.3135 0.26
H 3.6328 -1.1855 1.7682 0.23
H -0.5945 -0.9672 0.5290 0.46
H 4.2914 0.3924 1.9569 0.33
H -0.4339 0.2462 -3.5308 0.27
H 0.2481 1.4129 -2.3286 0.33
H 0.6133 -1.0615 -0.9501 0.29
H -1.7447 -0.9264 -1.8073 0.31
H -2.7583 -0.2620 2.3384 0.32

6.
19
Properties=species:S:1:pos:R:3:mulliken_charge:R:1 method="wB97M-V/def2-TZVPD" relative_energy_kcal_mol=17.2 spin_multiplicity=1 energy_ev=-28060.119 smiles=CCSSCC.O gap_ev=9.447
S 1.3305 -0.2480 0.1942 -0.12
S -0.3214 -1.3926 0.6356 -0.11
O -0.7020 3.4157 -1.9032 -0.65
C -1.3395 -2.5585 -1.4387 -1.08
C -1.2660 -1.0892 -0.9218 -0.41
C 0.9874 1.5002 2.3346 -1.12
C 0.7550 1.3656 0.8185 -0.39
H -0.4284 -3.1283 -1.2609 0.34
H -0.3847 2.9146 -1.1456 0.32
H 1.1211 2.1791 0.1907 0.48
H -1.5102 -2.6490 -2.5132 0.33
H 2.0448 1.3336 2.6481 0.29
H -0.6297 2.6832 -2.5320 0.33
H -0.3476 1.3978 0.6841 0.21
H -2.1468 -2.9933 -0.8527 0.30
H -0.6048 -0.4923 -1.5329 0.31
H 0.3418 0.7632 2.8353 0.27
H 0.8930 2.5364 2.6438 0.36
H -2.2239 -0.5796 -0.7488 0.34

7.
19
Properties=species:S:1:pos:R:3:lowdin_spin:R:1 method="wB97M-V/def2-TZVPD" relative_energy_kcal_mol=38.1 spin_multiplicity=2 energy_ev=-28050.934 gap_ev="10.100 / 6.549" charge=+1
S 0.6087 1.5633 0.7949 0.42
S 1.0072 0.4197 -0.8876 0.40
O 0.4235 -2.5675 -0.8366 0.02
C -0.0547 0.3299 2.1984 0.05
C -0.1774 1.2282 -2.0193 0.05
C -1.6502 0.7682 -1.9122 0.03
C 1.0174 -0.6983 2.5230 0.01
H 0.1886 0.9002 -3.0317 0.00
H -1.8641 0.4290 -0.8948 0.00
H 1.1970 -2.4776 -1.4100 0.00
H -1.8313 -0.0847 -2.5646 0.00
H 1.9101 -0.0197 2.8148 0.00
H 0.8769 -1.9311 -0.2623 0.00
H -2.0667 1.6866 -2.4222 0.00
H 1.1650 -1.3441 1.6143 0.00
H -0.0793 2.3363 -1.8963 0.01
H -0.9402 -0.0982 1.6659 0.01
H -0.3619 0.8530 3.2175 0.00
H 0.6314 -1.2933 3.3089 0.00

8.
18
Properties=species:S:1:pos:R:3:mulliken_charge:R:1 method="wB97M-V/def2-TZVPD" relative_energy_kcal_mol=36.7 spin_multiplicity=1 energy_ev=-22918.125 smiles=CC(C)(C)[PH]#[PH2] gap_ev=9.058
P 0.5941 -0.3996 1.3812 -0.06
P 1.2532 -2.3553 0.5507 -0.16
C 0.2773 -0.0405 -1.4196 -1.86
C -0.1297 1.9484 0.1854 -1.57
C -0.3733 0.4887 -0.0223 1.21
C -1.8494 -0.0581 0.0219 -1.54
H 1.3624 -0.0411 -1.3675 0.40
H 2.5316 -2.1447 1.1105 0.06
H -0.6697 2.6015 -0.5183 0.35
H -0.2052 2.2479 1.2395 0.40
H -0.1138 -0.9674 -1.7200 0.48
H -0.0159 0.6983 -2.0882 0.57
H 0.9126 -3.2818 1.5215 0.07
H -2.4193 0.4288 -0.7119 0.38
H 0.9133 2.0791 -0.0760 0.43
H -1.9895 -1.2088 -0.2669 0.31
H 2.1047 0.2221 1.1811 0.04
H -2.1831 -0.2176 0.9989 0.50

9.
17
Properties=species:S:1:pos:R:3:mulliken_charge:R:1 method="wB97M-V/def2-TZVPD" relative_energy_kcal_mol=39.0 spin_multiplicity=1 energy_ev=-15176.014 smiles=CSC.CC gap_ev=9.352
S -1.3387 0.4332 -1.0025 -0.10
C 2.3758 -2.2919 2.2938 -1.00
C -0.5838 0.6731 -2.7176 -0.75
C -0.9755 1.8572 0.1328 -0.77
C 1.5560 -1.0233 2.0894 -0.63
H 0.0672 1.7236 0.1905 0.23
H 2.0104 -3.1735 1.7348 0.29
H -0.2453 1.5564 -3.0783 0.39
H -1.5615 0.2474 -3.1149 0.19
H 1.9493 -0.2090 2.6098 0.33
H -1.4112 1.5863 1.1085 0.27
H 0.2592 -0.1525 -2.9004 0.21
H 3.3565 -2.1188 2.0265 0.32
H 1.4095 -0.5693 1.0264 0.14
H 0.5091 -1.1923 2.4255 0.25
H 2.3135 -2.7311 3.2659 0.31
H -1.4731 2.8099 -0.0444 0.33

10.
17
Properties=species:S:1:pos:R:3:mulliken_charge:R:1 method="wB97M-V/def2-TZVPD" relative_energy_kcal_mol=53.1 spin_multiplicity=1 energy_ev=-15175.403 smiles=CSC.CC gap_ev=9.615
S -1.9221 5.2991 2.0380 -0.10
C 1.1010 -6.2929 -1.9194 -0.71
C 0.9612 -5.2396 -0.8524 -0.82
C -1.2461 3.6940 1.2893 -0.75
C -0.6134 6.3416 1.2699 -0.77
H -0.8172 3.3118 2.2323 0.30
H 0.5153 -7.2401 -1.8218 0.30
H -0.4263 4.1052 0.6259 0.18
H -0.5613 5.9842 0.2543 0.30
H 0.7778 -5.6754 0.1617 0.24
H -1.1014 7.3783 1.2399 0.27
H 2.1746 -6.0811 -2.0929 0.22
H 0.3790 6.2862 1.9428 0.23
H 0.3167 -4.4640 -1.1349 0.29
H -2.0227 3.3260 0.5986 0.32
H 0.6023 -6.0999 -2.9734 0.21
H 1.8825 -4.6336 -0.8582 0.27

11.
17
Properties=species:S:1:pos:R:3:mulliken_charge:R:1 method="wB97M-V/def2-TZVPD" relative_energy_kcal_mol=7.8 spin_multiplicity=1 energy_ev=-15177.367 smiles=CCS.CC gap_ev=10.059
S -0.5488 -1.5871 2.1623 -0.20
C -0.1369 3.2088 -0.7931 -1.00
C 0.4950 -2.0811 -0.4057 -0.77
C -0.3406 1.7823 -0.2709 -0.68
C 0.4214 -2.5769 1.0335 -0.49
H 0.8940 3.5735 -0.7965 0.30
H 1.4548 -2.5914 1.3934 0.29
H 0.4006 1.5226 0.4682 0.31
H -0.4058 3.2938 -1.8440 0.28
H 1.1649 -2.6761 -1.0209 0.35
H 0.6914 -1.0100 -0.4229 0.07
H -0.5017 -2.1202 -0.8645 0.28
H 0.1773 -3.6410 1.0740 0.34
H -0.7179 3.9758 -0.2809 0.29
H -1.3572 1.5706 0.0298 0.30
H -1.7523 -1.8347 1.6401 0.11
H 0.0618 1.1913 -1.1018 0.22

12.
17
Properties=species:S:1:pos:R:3:lowdin_spin:R:1 method="wB97M-V/def2-TZVPD" relative_energy_kcal_mol=1.6 spin_multiplicity=2 energy_ev=-15169.024 gap_ev="11.077 / 5.910" charge=+1
S 0.2486 2.7095 1.2769 0.74
C 0.8733 -3.5241 -0.5558 0.00
C 0.8389 -2.2456 -1.3883 0.00
C -0.3185 1.3800 0.2477 0.09
C -1.1881 3.7323 1.5107 0.08
H -0.3527 1.7301 -0.7926 0.03
H 1.5578 -3.4155 0.2918 0.00
H 0.4907 -1.4045 -0.7725 0.00
H -1.2992 1.0254 0.5600 0.01
H -1.1176 4.4851 0.7161 0.03
H 0.1512 -2.3555 -2.2216 0.00
H -2.1169 3.1707 1.4404 0.00
H 1.2453 -4.3456 -1.1726 0.00
H -0.1168 -3.7510 -0.1667 0.00
H 0.4216 0.5765 0.3312 0.00
H 1.8093 -1.9775 -1.7932 0.00
H -1.1271 4.2097 2.4885 0.01

13.
18
Properties=species:S:1:pos:R:3:mulliken_charge:R:1 method="wB97M-V/def2-TZVPD" relative_energy_kcal_mol=26.3 spin_multiplicity=1 energy_ev=-26011.976 smiles=CSC.CSC gap_ev=9.322
S 3.3252 1.3443 -1.1372 -0.08
S -1.8894 -1.9181 1.8924 -0.06
C 3.8067 0.7475 -2.8158 -0.79
C -2.9974 -0.9623 0.8504 -0.92
C 1.5478 1.3409 -1.4922 -0.86
C -2.2217 -1.0934 3.5321 -0.74
H -1.6979 -1.6450 4.3356 0.29
H 2.9877 0.5958 -3.5209 0.27
H 1.2007 2.2745 -1.9300 0.30
H -4.0461 -1.1950 1.0361 0.35
H -1.8421 -0.0474 3.6188 0.26
H 1.0595 1.0401 -0.5454 0.30
H -2.8140 -1.1724 -0.2040 0.29
H 4.5884 1.4049 -3.2060 0.28
H -3.0361 0.1153 1.0504 0.31
H -3.3050 -1.0667 3.4513 0.23
H 1.1634 0.5316 -2.1169 0.30
H 4.1702 -0.2946 -2.7989 0.28

14.
18
Properties=species:S:1:pos:R:3:mulliken_charge:R:1 method="wB97M-V/def2-TZVPD" relative_energy_kcal_mol=17.7 spin_multiplicity=1 energy_ev=-26012.350 smiles=CCS.CCS gap_ev=9.702
S 2.8856 3.1307 -1.8848 -0.24
S -2.6669 -3.7940 1.7538 -0.25
C -0.2092 -2.8825 2.5667 -1.05
C 1.1734 3.2053 -2.3628 -0.40
C 0.1591 3.1441 -1.2160 -0.95
C -1.0462 -3.1014 1.3137 -0.29
H 0.0379 4.1483 -0.8032 0.27
H -1.1520 -2.2279 0.6706 0.32
H -0.5786 -3.5483 3.3511 0.32
H 0.9710 4.1437 -2.8928 0.27
H -3.4180 -3.2816 0.7734 0.11
H -0.5235 -3.8230 0.6817 0.27
H 0.8517 -3.0177 2.4115 0.30
H 0.8607 2.5349 -3.1518 0.33
H 3.4228 1.9732 -2.2689 0.11
H 0.4109 2.4920 -0.3871 0.31
H -0.8159 2.8088 -1.5826 0.30
H -0.3626 -1.9046 3.0276 0.28

15.
19
Properties=species:S:1:pos:R:3:mulliken_charge:R:1 method="wB97M-V/def2-TZVPD" relative_energy_kcal_mol=1.0 spin_multiplicity=1 energy_ev=-36848.337 smiles=CCCS.CSS gap_ev=9.409
S 0.3045 2.1506 -1.0889 -0.21
S -0.4730 -1.3557 2.6621 -0.25
S 1.8305 0.8518 -0.6952 -0.06
C -2.5424 -1.1114 -0.9104 -1.28
C 2.5526 0.6117 -2.3387 -0.76
C -1.6876 -1.7858 1.3630 -0.67
C -1.5368 -0.8221 0.2015 -0.16
H -3.5605 -1.1030 -0.5282 0.34
H -1.4568 -2.8033 1.0589 0.36
H -2.3731 -2.1037 -1.3262 0.34
H -1.6104 0.2039 0.5513 0.41
H -0.5239 -0.9360 -0.1848 0.11
H 3.0419 1.5196 -2.6699 0.30
H -2.4721 -0.3806 -1.7191 0.30
H 0.9851 3.3056 -0.9889 0.15
H -2.6709 -1.7579 1.8263 0.40
H 1.7754 0.3289 -3.0385 0.28
H -1.0316 -2.0960 3.6221 0.10
H 3.2688 -0.2010 -2.2493 0.29

16.
26
Properties=species:S:1:pos:R:3:mulliken_charge:R:1 method="wB97M-V/def2-TZVPD" spin_multiplicity=1 energy_ev=-161671.109 gap_ev=2.824 charge=+1
I -0.6722 -3.3578 2.1166 0.10
Br -3.3618 -2.1725 -0.3393 -0.12
Zn -2.7564 -1.2637 1.8187 0.53
P 0.9111 0.3737 -1.8100 0.24
P -2.7416 -0.0561 -0.9497 0.29
Al -0.6530 0.5559 -0.0738 0.14
O -2.5592 -0.1574 -2.6267 -0.40
O 0.3318 1.3132 -3.0853 -0.43
N 2.3917 1.2080 -1.3757 -0.52
C -0.8583 2.5741 0.2480 -1.12
C 1.6385 -1.9115 0.7260 -1.29
C 0.6125 -1.5947 1.8308 -0.15
C -0.1546 -0.2352 1.7154 -0.71
H -1.1732 3.0638 -0.6816 0.34
H -1.9261 -0.8586 -2.8088 0.32
H 2.1685 -0.9921 0.4587 0.21
H 0.0759 2.9920 0.6307 0.33
H 1.2396 -2.4421 -0.1411 0.40
H -1.6902 2.6743 0.9661 0.30
H 1.1765 -1.5646 2.7697 0.53
H -1.1077 -0.3227 2.3652 0.35
H 2.5990 1.0988 -0.3951 0.26
H 3.1606 0.9028 -1.9568 0.27
H 0.4962 2.2218 -2.8173 0.30
H 0.4505 0.5153 2.2480 0.36
H 2.4020 -2.5648 1.1672 0.46

17.
26
Properties=species:S:1:pos:R:3:mulliken_charge:R:1 method="wB97M-V/def2-TZVPD" spin_multiplicity=1 energy_ev=-35575.643 gap_ev=3.423 charge=+2
Cd 0.8868 -4.0417 -1.2839 1.20
Si 1.5757 -0.8421 1.2915 0.38
Si -1.1787 -0.5339 0.5381 0.68
O 2.4339 -0.4136 -2.1583 -0.44
O 0.0067 -1.2410 1.4984 -0.21
O 0.7354 -2.1363 -2.2841 -0.64
O -2.3713 1.9402 1.1739 -0.37
O -0.1731 2.4069 1.2321 -0.52
C -1.2335 2.4822 0.6561 0.68
C 2.1970 -1.9999 -0.1323 -0.42
C -2.2456 0.5818 1.5957 -0.44
C -1.4481 3.1635 -0.6543 -0.92
B 1.8148 -1.4262 -1.5569 0.69
H -2.4778 3.5099 -0.7077 0.36
H -1.9304 -1.6794 -0.0369 -0.22
H 2.1350 0.4805 -1.9301 0.40
H 3.2684 -2.1982 -0.0614 0.55
H 1.7912 0.5324 0.8057 0.02
H -1.8889 0.5269 2.6278 0.36
H 1.6782 -2.9781 0.1552 -0.07
H 2.3904 -1.1075 2.4745 -0.08
H -0.7842 4.0176 -0.7434 0.35
H -0.1620 -1.8217 -2.0629 0.36
H -3.2600 0.1806 1.6057 0.35
H -0.4534 0.1465 -0.5755 -0.22
H -1.3065 2.4508 -1.4669 0.18

18.
23
Properties=species:S:1:pos:R:3:mulliken_charge:R:1 method="wB97M-V/def2-TZVPD" relative_energy_kcal_mol=147.2 spin_multiplicity=1 energy_ev=-14154.691 gap_ev="7.778 / 7.775"
O -2.5272 1.3593 -0.6514 -0.70
O 3.5387 0.9178 -1.1182 -0.46
O -0.0178 1.6674 -0.3132 -0.46
N -2.0084 -1.2991 -0.9059 -0.73
N 1.1575 -0.4171 0.2090 -0.21
C 3.6040 -0.2421 -0.2348 -0.23
C 2.4291 -0.2009 0.8847 -0.71
C -3.0146 -0.9386 0.0882 -0.29
C -2.8401 0.5897 0.4452 -0.32
B 0.1544 0.3639 -0.2832 0.30
H -3.2919 -1.5409 0.9642 0.36
H 3.6316 -1.2377 -0.8058 0.26
H 2.5798 -0.9666 1.6475 0.34
H 1.0482 -1.4276 -0.0676 0.21
H 4.6036 -0.1308 0.3117 0.28
H 2.7816 1.2326 -0.7218 0.29
H -1.9071 0.7447 1.1830 0.10
H -3.8265 0.9111 0.9473 0.32
H -2.1545 0.6689 -1.3269 0.42
H -4.1081 -0.9057 -0.4047 0.23
H -1.2870 -1.9890 -0.4634 0.14
H -0.9289 1.9795 -0.7033 0.51
H 2.3838 0.8610 1.3192 0.35

19.
21
Properties=species:S:1:pos:R:3:mulliken_charge:R:1 method="wB97M-V/def2-TZVPD" relative_energy_kcal_mol=69.4 spin_multiplicity=1 energy_ev=-27737.978 gap_ev=9.140
Cl -3.0612 -0.8055 1.3125 -0.28
Si -0.6401 0.4744 -0.6497 0.12
N 0.0379 -0.9939 0.0223 0.22
N -1.9149 0.6180 -1.6321 -0.72
C 0.5906 -1.3135 1.3102 -0.80
C -0.3059 -2.1056 -0.8227 -0.95
C 0.5608 1.7768 -0.0559 -0.43
C 0.5379 2.6976 -1.2973 -1.30
H -1.3798 -1.9750 -0.9943 0.34
H 1.4478 3.2599 -1.3809 0.34
H -2.2511 1.5821 -1.6606 0.23
H 0.3114 2.2153 -2.1843 0.44
H -0.1001 -3.0508 -0.2791 0.37
H 0.4565 2.4134 0.9210 0.35
H -0.2279 3.4254 -1.1283 0.34
H 1.4840 -0.7006 1.4804 0.23
H 1.6038 1.3270 0.1397 0.29
H 0.1680 -1.8901 -1.7525 0.28
H -0.2424 -1.1094 2.0955 0.21
H -2.8867 -0.2697 0.1874 0.29
H 0.8981 -2.3383 1.2250 0.40

20.
20
Properties=species:S:1:pos:R:3:mulliken_charge:R:1 method="wB97M-V/def2-TZVPD" relative_energy_kcal_mol=57.6 spin_multiplicity=1 energy_ev=-22830.057 gap_ev="7.738 / 7.740"
Si 0.9561 -1.0297 -0.2183 0.29
Si -1.2353 -0.4793 -0.1311 0.62
F -2.0871 -1.8433 -0.3144 -0.30
C -1.9093 0.6996 -1.4503 -1.42
C -1.8606 0.4212 1.5449 -1.02
C 1.7935 -0.8290 -1.9514 -0.99
C 2.1951 0.6206 1.8809 -1.12
H -2.5802 -0.2477 2.0162 0.31
H 2.1377 -1.7072 -2.4134 0.34
H 1.0716 -0.1888 -2.5052 0.28
H -2.2092 1.3509 1.0673 0.23
H 1.4239 -2.1966 0.5935 -0.10
H -2.2960 0.2004 -2.2761 0.39
H -1.3351 1.5455 -1.6614 0.46
H 1.6742 0.5113 2.7717 0.33
H -2.8421 1.1250 -1.1078 0.44
H -1.1907 0.5043 2.4022 0.34
H 2.3497 1.5413 1.3865 0.33
H 3.2660 0.2394 2.0756 0.28
H 2.6777 -0.2379 -1.7092 0.30